1.
The following is a quantum chemistry calculation of C27H56BrClIN3O15P3S as an isolated structure, from the Open Molecules 2025 dataset.

Each line ends with the Löwdin charge.
Atoms and positions in Å:
C  0.662  7.401  -2.806  -0.122
C  1.025  6.081  -1.841  -0.301
C  -0.260  5.456  -1.056  -0.622
I  -0.647  6.450  0.922  0.847
C  -0.540  3.870  -1.067  -0.239
C  -1.283  3.322  -2.465  -0.736
Br  -3.236  3.995  -2.434  0.762
P  -0.818  4.292  -4.051  0.656
O  -1.715  5.824  -4.170  -0.465
Cl  -1.646  3.337  -5.818  0.223
N  -1.299  1.838  -2.528  -0.071
C  -0.528  1.118  -3.523  -0.254
O  -1.485  0.381  -4.423  -0.255
C  -0.837  -0.885  -4.812  -0.116
C  -1.458  1.174  -1.143  -0.256
O  -1.354  -0.295  -1.499  -0.060
C  -2.964  1.141  -0.565  -0.137
C  -3.598  2.171  0.466  -0.239
C  -4.443  1.501  1.754  -0.180
C  -5.647  0.495  1.288  -0.249
O  -6.836  0.680  2.151  -0.138
C  -0.177  1.515  -0.125  -0.191
C  -0.521  1.304  1.454  -0.157
C  -1.174  -0.110  1.931  -0.107
N  0.834  0.477  -0.660  0.075
C  1.647  -0.086  0.227  -0.489
S  2.405  -0.678  1.674  0.657
N  0.485  2.889  -0.476  -0.179
O  1.352  2.758  -1.531  0.020
C  1.288  3.391  0.677  -0.145
C  2.498  4.445  0.528  -0.143
C  3.819  4.034  1.474  -0.159
O  3.686  4.494  2.865  -0.102
C  3.165  3.445  3.757  -0.266
C  4.217  2.439  4.571  -0.009
O  1.857  3.234  4.032  -0.033
H  -0.330  7.851  -2.380  0.085
H  0.560  7.085  -3.954  0.072
H  1.490  8.227  -2.778  0.087
H  1.847  6.551  -1.110  0.099
H  1.515  5.289  -2.586  0.102
H  -1.192  5.930  -1.649  0.064
H  -1.435  3.790  -0.274  0.116
H  -1.267  6.336  -4.907  0.060
H  0.326  0.352  -3.195  0.141
H  0.115  1.737  -4.321  0.124
H  -0.671  -1.505  -3.809  0.102
H  0.225  -0.743  -5.291  0.101
H  -1.543  -1.464  -5.574  0.119
H  -1.431  -0.863  -0.691  0.105
H  -3.626  1.214  -1.566  0.139
H  -3.313  0.066  -0.160  0.136
H  -4.476  2.770  -0.088  0.098
H  -2.964  2.997  0.969  0.085
H  -4.986  2.452  2.234  0.131
H  -3.740  1.095  2.595  0.101
H  -5.269  -0.609  1.486  0.122
H  -5.894  0.544  0.130  0.143
H  -6.478  0.548  3.095  0.117
H  -1.182  2.214  1.857  0.136
H  0.417  1.352  2.197  0.099
H  -2.303  -0.276  1.722  0.058
H  -0.614  -1.080  1.516  0.085
H  -1.054  -0.196  3.117  0.122
H  2.261  2.486  -1.267  0.154
H  0.649  3.779  1.610  0.128
H  1.905  2.466  1.125  0.127
H  2.265  5.564  0.856  0.095
H  2.968  4.552  -0.564  0.128
H  4.027  2.859  1.435  0.145
H  4.759  4.524  0.944  0.150
H  5.330  2.699  4.241  0.105
H  3.931  1.326  4.332  0.089
H  4.053  2.659  5.709  0.105
C  -0.265  -6.767  2.513  -0.150
O  -0.390  -5.355  2.574  -0.325
P  -0.668  -4.781  4.182  0.761
O  -1.066  -3.414  3.617  -0.289
O  0.956  -4.783  4.492  -0.266
C  1.899  -4.483  3.467  -0.106
O  -0.947  -4.207  5.790  -0.240
C  -2.301  -4.325  6.192  -0.152
H  0.098  -7.043  1.514  0.080
H  0.444  -7.131  3.258  0.085
H  -1.241  -7.228  2.681  0.088
H  1.495  -3.786  2.729  0.069
H  2.218  -5.413  2.976  0.092
H  2.778  -4.025  3.928  0.094
H  -2.616  -5.366  6.116  0.078
H  -2.936  -3.697  5.565  0.079
H  -2.388  -3.999  7.230  0.094
C  2.000  -7.701  -4.277  -0.159
O  1.876  -6.289  -4.216  -0.282
P  1.597  -5.714  -2.608  0.751
O  1.199  -4.348  -3.173  -0.280
O  3.221  -5.716  -2.298  -0.275
C  4.164  -5.416  -3.323  -0.108
O  1.319  -5.140  -1.000  -0.250
C  -0.036  -5.259  -0.599  -0.152
H  2.363  -7.977  -5.276  0.098
H  2.709  -8.064  -3.532  0.078
H  1.024  -8.162  -4.109  0.082
H  3.760  -4.719  -4.061  0.092
H  4.484  -6.346  -3.814  0.088
H  5.044  -4.959  -2.862  0.093
H  -0.351  -6.300  -0.674  0.077
H  -0.671  -4.631  -1.226  0.083
H  -0.123  -4.932  0.440  0.070

Calculated values
Frontier orbital gap   0.2402 Ha
Charge   +1

---

2.
The following is a quantum chemistry calculation of a 2-piece molecular cluster, C5H12O2 overall, from the Open Molecules 2025 dataset.

Each line ends with the natural charge from an NBO analysis.
Atoms and positions in Å:
C  -2.681  -2.034  -0.562  -0.608
C  -1.763  -1.262  -1.518  -0.448
C  -0.488  -0.773  -0.928  -0.156
C  0.117  0.278  -1.475  -0.205
C  1.536  0.648  -1.123  -0.097
O  1.540  0.716  0.328  -0.724
H  -3.337  -2.784  -1.000  0.214
H  -3.151  -1.335  0.146  0.208
H  -2.084  -2.585  0.186  0.197
H  -2.386  -0.438  -1.858  0.207
H  -1.705  -1.875  -2.427  0.210
H  -0.001  -1.483  -0.264  0.208
H  -0.262  0.779  -2.374  0.199
H  1.867  1.607  -1.530  0.167
H  2.262  -0.118  -1.423  0.168
H  2.442  0.851  0.616  0.460
O  2.424  3.114  5.281  -0.938
H  2.907  2.687  4.571  0.469
H  2.764  4.007  5.355  0.469

Calculated values
Frontier orbital gap   0.3625 Ha
Charge   0
SMILES string   CC/C=C/CO.O

---

3.
The following is a quantum chemistry calculation of C9H10O3 as an isolated structure, from the Open Molecules 2025 dataset.

Each line ends with the natural charge from an NBO analysis.
Atoms and positions in Å:
C  2.860  -0.133  -0.532  -0.287
C  0.645  0.726  -0.089  0.245
C  0.309  1.947  0.115  -0.224
C  -0.977  2.370  0.254  -0.196
C  -1.957  1.490  -0.057  -0.127
C  -1.760  0.157  -0.145  -0.327
C  -2.711  -0.679  -0.377  0.396
C  -0.474  -0.283  -0.247  0.380
C  0.253  -2.166  0.834  -0.298
H  3.705  0.731  -1.356  0.177
H  3.647  -0.947  0.184  0.198
H  2.622  -1.039  -1.284  0.205
H  0.952  2.633  0.565  0.221
H  -0.964  3.472  0.374  0.224
H  -2.863  2.007  -0.236  0.235
H  -2.466  -1.571  -1.213  0.162
H  0.391  -3.363  0.776  0.213
H  1.221  -1.725  0.801  0.194
H  -0.187  -1.831  1.843  0.213
O  1.897  0.427  0.283  -0.530
O  -4.037  -0.618  0.008  -0.552
O  -0.108  -1.605  -0.503  -0.522

Calculated values
Frontier orbital gap   0.3222 Ha
Charge   0

---

4.
The following is a quantum chemistry calculation of C28H50LaP2Si as an isolated structure, from the Open Molecules 2025 dataset.

Each line ends with the Löwdin charge.
Atoms and positions in Å:
La  -0.004  0.619  -1.633  1.578
C  -0.913  -1.852  0.907  -0.269
C  0.384  -2.231  0.472  -0.304
C  0.612  -0.484  1.954  -0.256
C  -0.770  -0.767  1.817  -0.252
C  1.330  -1.381  1.113  -0.280
C  -2.188  -2.501  0.521  -0.067
H  -2.229  -2.713  -0.556  0.042
H  -3.040  -1.856  0.769  0.066
H  -2.326  -3.454  1.057  0.091
C  -1.836  0.008  2.474  -0.052
H  -2.825  -0.426  2.270  0.071
H  -1.814  1.048  2.105  0.036
H  -1.679  0.031  3.565  0.087
C  1.155  0.604  2.775  -0.056
H  0.797  0.518  3.812  0.088
H  0.810  1.571  2.376  0.037
H  2.249  0.586  2.780  0.071
C  2.795  -1.436  0.960  -0.080
H  3.239  -2.243  1.573  0.090
H  3.259  -0.488  1.278  0.066
H  3.091  -1.618  -0.088  0.057
C  0.713  -3.357  -0.434  -0.082
H  0.954  -4.281  0.130  0.090
H  1.586  -3.117  -1.065  0.059
H  -0.135  -3.587  -1.103  0.061
C  -1.618  1.646  -5.067  -0.356
C  -1.948  0.297  -5.520  -0.179
C  -1.205  -0.453  -6.517  -0.170
C  0.372  -0.252  -6.521  -0.165
C  0.933  -0.031  -5.193  -0.167
C  1.695  1.207  -4.979  -0.460
C  0.929  2.502  -5.429  -0.164
C  -0.540  2.443  -5.855  -0.129
H  -1.610  -0.214  -7.522  0.136
H  0.620  0.526  -7.266  0.122
H  -1.419  -1.533  -6.380  0.122
H  -0.605  2.140  -6.906  0.115
H  -2.571  2.194  -5.127  0.134
H  -3.011  0.007  -5.423  0.111
H  -0.886  3.485  -5.829  0.129
H  1.120  3.318  -4.718  0.085
H  2.665  1.204  -5.546  0.129
H  1.473  2.839  -6.330  0.130
H  0.791  -1.182  -6.948  0.132
H  1.243  -0.936  -4.662  0.114
P  -2.519  0.350  -2.807  0.836
C  -4.111  1.065  -3.261  -0.240
C  -2.122  -1.364  -3.436  -0.241
P  2.334  1.155  -3.222  0.786
C  -1.185  1.449  -3.613  -0.491
C  3.832  0.148  -3.451  -0.239
C  2.670  2.852  -2.666  -0.242
H  -4.203  1.958  -2.610  0.071
H  -4.906  0.347  -2.979  0.074
H  -4.210  1.374  -4.311  0.045
H  -1.363  -1.399  -4.239  0.033
H  -3.060  -1.797  -3.811  0.077
H  -1.767  -1.981  -2.594  0.019
H  2.458  3.631  -3.414  0.049
H  3.727  2.902  -2.382  0.060
H  2.052  3.057  -1.772  0.032
H  -0.852  2.379  -3.103  0.090
H  -0.284  0.791  -3.803  -0.027
H  4.463  0.316  -2.565  0.059
H  4.344  0.456  -4.382  0.062
H  3.536  -0.916  -3.504  0.056
C  -0.558  3.588  4.292  -0.187
Si  -1.248  4.132  2.608  0.427
C  -3.122  4.200  2.827  -0.190
C  -0.640  5.879  2.291  -0.196
C  -0.761  3.006  1.215  -0.270
C  -0.478  2.274  0.231  -0.289
H  -0.912  4.290  5.061  0.035
H  0.539  3.608  4.301  0.031
H  -0.883  2.582  4.588  0.023
H  -3.369  4.867  3.664  0.036
H  -3.597  4.595  1.922  0.026
H  -3.556  3.216  3.036  0.028
H  0.450  5.876  2.182  0.029
H  -1.069  6.257  1.358  0.027
H  -0.903  6.576  3.097  0.039

Calculated values
Frontier orbital gap (spin up / spin down)   0.1817 / 0.1492 Ha
Charge   +1

---

5.
The following is a quantum chemistry calculation of a 2-piece molecular cluster, H2N2O overall, from the Open Molecules 2025 dataset.

Each line ends with the natural charge from an NBO analysis.
Atoms and positions in Å:
N  -1.902  -0.165  -1.092  0.023
N  -1.370  0.711  -0.670  -0.022
O  1.415  0.043  0.633  -0.922
H  0.580  0.314  0.364  0.458
H  1.276  -0.903  0.764  0.463

Calculated values
Frontier orbital gap   0.4711 Ha
Charge   0
SMILES string   N#N.O

---

6.
The following is a quantum chemistry calculation of C35H52AsIrOP3 as an isolated structure, from the Open Molecules 2025 dataset.

Each line ends with the Mulliken spin population.
Atoms and positions in Å:
Ir  1.303  -0.567  -0.485  1.554
P  1.987  1.316  -1.468  -0.054
P  0.048  -1.186  -2.417  0.082
P  1.275  0.262  1.844  0.031
H  1.641  -3.174  -1.303  0.037
C  1.563  -2.787  -0.281  0.227
C  0.340  -2.482  0.366  -0.010
H  -0.620  -2.768  -0.076  -0.001
C  3.575  0.967  -2.303  0.046
C  0.977  2.238  -2.712  0.019
C  2.384  2.752  -0.370  0.048
C  -0.952  -2.734  -2.457  0.029
C  -1.165  -0.081  -3.251  0.042
C  1.312  -1.567  -3.709  0.027
C  0.301  -0.705  3.080  0.035
C  0.718  1.936  2.344  0.016
C  2.941  0.232  2.643  0.074
H  2.402  -3.005  0.380  0.009
H  0.357  -2.553  1.454  -0.002
H  4.344  0.763  -1.542  -0.035
H  3.887  1.836  -2.891  0.007
H  3.465  0.105  -2.972  0.000
H  1.478  3.149  -3.074  0.000
H  0.020  2.557  -2.278  -0.008
H  0.761  1.630  -3.595  0.001
H  2.929  3.536  -0.926  0.001
H  3.017  2.418  0.465  -0.011
H  1.457  3.193  0.026  -0.003
H  -1.157  -3.005  -3.502  0.002
H  -1.912  -2.570  -1.953  -0.008
H  -0.434  -3.571  -1.980  0.000
H  -0.915  0.010  -4.317  0.004
H  -1.169  0.921  -2.813  -0.006
H  -2.183  -0.484  -3.165  -0.008
H  0.876  -2.297  -4.405  0.002
H  2.207  -1.999  -3.240  0.004
H  1.578  -0.659  -4.266  -0.003
H  0.332  -0.185  4.050  0.001
H  0.731  -1.707  3.208  -0.001
H  -0.750  -0.790  2.768  -0.010
H  0.767  2.030  3.438  0.001
H  -0.322  2.091  2.047  -0.002
H  1.336  2.724  1.909  -0.006
H  2.815  0.113  3.727  0.003
H  3.464  1.175  2.447  -0.005
H  3.541  -0.595  2.251  -0.035
C  5.127  -1.992  0.592  0.249
C  6.159  -1.739  -0.327  0.147
C  7.471  -2.002  0.065  0.041
C  7.750  -2.533  1.329  0.255
C  6.693  -2.888  2.172  0.050
C  5.368  -2.657  1.804  0.119
O  3.877  -1.442  0.422  0.111
H  3.519  -1.248  -0.511  -0.047
H  5.913  -1.288  -1.287  0.006
H  8.282  -1.761  -0.619  0.004
H  8.788  -2.667  1.646  -0.003
H  6.893  -3.343  3.137  0.004
H  4.524  -2.906  2.453  -0.003
C  -5.501  -1.695  3.226  0.012
C  -4.234  -2.271  3.089  0.005
C  -3.282  -1.698  2.236  -0.007
C  -3.611  -0.534  1.515  0.082
C  -4.882  0.031  1.645  0.036
C  -5.825  -0.539  2.509  0.002
As  -2.289  0.260  0.276  0.358
C  -3.675  0.421  -1.134  0.171
C  -4.340  -0.759  -1.515  0.054
C  -5.236  -0.730  -2.585  -0.027
C  -5.493  0.477  -3.239  0.145
C  -4.863  1.652  -2.832  0.004
C  -3.955  1.638  -1.768  0.038
C  -2.382  2.123  0.925  0.080
C  -1.738  3.110  0.150  -0.002
C  -1.588  4.406  0.649  -0.004
C  -2.119  4.726  1.905  0.019
C  -2.795  3.765  2.659  0.002
C  -2.904  2.453  2.185  -0.005
H  -6.237  -2.152  3.888  0.000
H  -3.980  -3.182  3.637  0.000
H  -2.305  -2.164  2.101  0.011
H  -5.144  0.912  1.055  -0.002
H  -6.813  -0.087  2.605  0.001
H  -4.174  -1.692  -0.970  0.001
H  -5.742  -1.644  -2.891  0.001
H  -6.215  0.505  -4.051  0.000
H  -5.083  2.598  -3.327  0.001
H  -3.485  2.570  -1.448  -0.001
H  -1.340  2.859  -0.836  -0.002
H  -1.056  5.155  0.056  0.000
H  -2.002  5.739  2.291  0.000
H  -3.231  4.028  3.628  0.001
H  -3.395  1.699  2.800  -0.001

Calculated values
Frontier orbital gap (spin up / spin down)   0.2331 / 0.1619 Ha
2S+1   5
Charge   +3
Expectation value of S²   6.041

---

Number 1: DFT total energy -193429.82058 eV. Number 2: DFT total energy -9473.00351 eV. Number 3: DFT total energy -15629.30108 eV. Number 4: DFT total energy -57148.64057 eV. Number 5: DFT total energy -5060.84392 eV. Number 6: DFT total energy -130701.83405 eV.